Version 1
6
Properties=species:S:1:pos:R:3 method="wB97M-V/def2-TZVPD" orbital_gap_ev=11.2 homo_ev=-12.229
N 0.94219 0.16917 0.10844
H -0.94123 0.45895 -0.16444
F 3.28713 -0.50638 -0.16498
F -1.82166 0.84014 -0.15585
H 1.19104 -0.83822 -0.18849
P 2.34110 0.85522 0.07547

Version 2
6
Properties=species:S:1:pos:R:3 method="wB97M-V/def2-TZVPD" orbital_gap_ev=11.2 homo_ev=-11.513
F 0.37636 2.61348 0.58434
P -0.57905 -1.55303 -0.96645
F -0.20918 -2.94162 -0.02676
H 0.16777 2.93822 -0.20976
H 0.23074 -0.67967 0.79977
N 0.01336 -0.37738 -0.18114

Most stable = version 1

Version 1
18
Properties=species:S:1:pos:R:3 method="wB97M-V/def2-TZVPD" orbital_gap_ev=9.4 smiles=CCS.CCS homo_ev=-8.599
H -4.09409 1.36518 2.38295
C -3.19786 0.60063 0.72815
H -3.41072 -0.45200 1.04126
H 1.23008 -1.70350 -1.81682
H 4.26118 -1.15994 1.35556
S 1.74504 -0.50647 -1.45576
C 3.86141 -0.79994 0.41288
H -0.46499 0.09369 -0.32192
H 3.86199 0.30644 0.35502
H -2.78063 2.37694 1.69878
H -4.07751 0.86452 0.14283
C 2.32752 -1.01254 0.18804
H 2.11476 -2.07582 0.13848
H 4.31474 -1.03500 -0.53163
S -1.75149 0.51161 -0.37219
H -2.31703 0.89857 2.70384
C -3.06555 1.39290 2.06042
H 1.74706 -0.56110 0.99622

Version 2
18
Properties=species:S:1:pos:R:3 method="wB97M-V/def2-TZVPD" orbital_gap_ev=9.6 smiles=CCC.CSS homo_ev=-8.977
H -1.19164 -0.70956 4.53359
S 2.74594 3.46236 -4.62873
H 4.70105 1.72790 -4.04556
H -3.10615 -2.08362 3.70957
C -1.42435 -0.73476 2.43266
C 1.71615 2.37994 -5.60171
H -2.00050 -1.25255 1.72311
H -0.54249 -0.28665 2.00073
H 0.80170 2.18651 -5.11831
C -1.12459 -1.53212 3.74499
H -2.34519 -3.47204 3.35963
S 4.60850 2.73828 -4.94052
H -2.28047 -2.86562 5.04914
H -0.06134 -1.84249 3.80611
H -2.14882 0.19830 2.61406
H 1.41828 2.98105 -6.50708
C -2.15155 -2.60437 4.00314
H 2.38547 1.70946 -6.13484

Most stable = version 2

Version 1
15
Properties=species:S:1:pos:R:3 method="wB97M-V/def2-TZVPD" orbital_gap_ev=8.1 homo_ev=-8.613
H -2.27822 0.08125 -0.65314
H 1.07766 2.05902 -0.44017
O -1.46807 -0.16661 1.23501
H 0.28722 -2.03747 1.75995
C 0.18817 0.30570 -0.99838
O -0.02985 -0.52674 -1.85021
C -1.71250 0.49509 0.18895
H 1.70335 -1.86173 0.70406
O 1.03623 0.67696 1.47240
H -1.73265 1.58973 0.26792
C 0.46725 -0.15939 0.84900
H 0.04898 -2.10809 0.02635
C 0.64083 -1.64398 0.80630
N 0.73186 1.52288 -1.22017
H 1.03974 1.77338 -2.14787

Version 2
15
Properties=species:S:1:pos:R:3 method="wB97M-V/def2-TZVPD" orbital_gap_ev=10.0 homo_ev=-10.215
O 0.35686 -0.27738 -0.01492
H 2.58295 -0.85651 -1.24595
O -4.04341 -0.34722 0.05333
O -0.70917 1.69249 -0.02024
H -4.73998 0.16218 0.05929
C -0.74488 0.46491 0.00123
H 3.55838 -0.04853 0.15187
H -1.41985 -1.50958 0.74062
C -1.78926 -0.33743 -0.04908
C 1.65457 0.44863 0.06270
H 2.55626 -1.32723 0.27610
N -2.85784 0.25320 -0.45420
H 1.38832 1.37219 -0.59853
H 1.54613 0.72158 1.29158
C 2.66090 -0.41128 -0.25380

Most stable = version 1

Version 1
15
Properties=species:S:1:pos:R:3 method="wB97M-V/def2-TZVPD" orbital_gap_ev=10.4 smiles="O=C1NCCOCO1" homo_ev=-9.835
H 0.43260 -0.77871 1.45007
O -0.70832 -1.23396 -0.26840
H 1.12117 0.56458 -1.48183
H 2.78788 0.99259 -0.88745
H 1.04458 1.07255 1.66053
H -1.31331 1.86272 0.32447
O 1.90957 -0.74431 -0.02641
H 0.66538 -2.40345 0.39780
C -1.37308 -0.06579 -0.07137
C 1.70174 0.64740 -0.53836
O -2.65315 0.00524 -0.04434
C 0.84676 1.34364 0.44828
N -0.73705 1.14122 -0.09137
H 0.67538 2.38949 0.36968
C 0.71807 -1.24259 0.41472

Version 2
15
Properties=species:S:1:pos:R:3 method="wB97M-V/def2-TZVPD" orbital_gap_ev=8.9 homo_ev=-8.900
H -1.24360 -0.23376 1.35390
O 2.04028 1.63130 0.17072
N 1.07133 0.66118 0.33851
H -0.90943 0.60350 -1.44168
C 1.39711 -0.59469 0.07191
C 0.05396 -1.41345 0.00084
H 0.15047 -2.08501 0.79580
H -1.69148 1.74597 0.87364
H 0.19352 -1.83484 -1.02999
H -2.09671 -1.07731 0.10639
O -1.48851 1.89910 -0.09761
C -0.98859 0.70671 -0.45029
H 2.17967 1.64454 -0.77686
O 2.46787 -1.10807 -0.22994
C -1.13590 -0.54514 0.31466

Version 3
15
Properties=species:S:1:pos:R:3 method="wB97M-V/def2-TZVPD" orbital_gap_ev=10.5 homo_ev=-9.618
H -0.44408 0.54449 1.59110
H -0.86426 1.98809 0.66287
C -0.63323 0.96087 0.46408
C 0.42003 1.24844 -0.56896
H 2.91316 -0.77182 0.41116
O -1.70745 0.19509 -0.24674
C 1.85411 -0.62323 0.16047
O -0.07151 -1.33304 -0.63929
H 0.69860 2.30901 -0.39013
N 1.09679 -1.70261 0.08972
O 1.74839 0.59578 -0.29845
C -1.35699 -1.15799 -0.09087
H 0.00017 0.86543 -1.54415
H -1.48524 -1.47523 0.94510
H -2.16848 -1.64329 -0.54592

Version 4
15
Properties=species:S:1:pos:R:3 method="wB97M-V/def2-TZVPD" orbital_gap_ev=10.3 smiles="N[C@@H](C=O)CC(=O)O" homo_ev=-9.802
H 0.47964 0.63629 -1.86329
C 0.20397 -0.86937 0.27603
H -0.29963 -1.29892 1.14074
C -0.70874 0.29166 -0.22657
C -2.05999 -0.26711 -0.60514
O 1.51259 0.09773 1.98323
H -0.90069 0.90324 0.66467
H 2.37862 0.48396 2.18404
H -2.55411 0.24484 -1.45869
N -0.18326 1.13326 -1.27667
H 0.36908 1.90585 -0.89775
O 2.47324 -0.14993 -0.02562
O -2.57961 -1.21444 -0.08492
H 0.34558 -1.60357 -0.50871
C 1.52332 -0.29348 0.69865

Most stable = version 4

Version 1
15
Properties=species:S:1:pos:R:3 method="wB97M-V/def2-TZVPD" orbital_gap_ev=3.8 homo_ev=-8.776
H 3.00155 0.92609 -3.15265
O 2.20810 0.60406 -2.77652
H -1.60137 0.50926 1.20855
C 0.20567 -0.44565 -0.33947
C -1.29127 -0.47091 1.68960
H 0.51722 1.43135 -1.09792
C 0.22590 -0.87988 -1.62402
O 0.20584 1.70136 0.98631
H -0.64922 -0.15528 2.69770
O -2.41990 -1.04624 2.12639
C 0.76404 1.14448 -0.07152
H -0.51746 -1.36153 -2.11902
N -0.39594 -1.19824 0.59353
H 0.78022 -0.18709 -2.26299
H 1.86220 1.06315 -0.04539

Version 2
15
Properties=species:S:1:pos:R:3 method="wB97M-V/def2-TZVPD" orbital_gap_ev=10.5 smiles="CO/N=C/C(=O)OC" homo_ev=-9.940
H -1.26095 3.35735 0.82087
H 0.21256 -3.50768 0.24032
C 0.24848 0.25467 -0.47401
H 1.99481 -3.60118 -0.29887
C -1.36971 3.21906 -0.24809
H 1.68533 -3.20711 1.48628
N -0.53421 1.15182 -0.03908
C 0.22109 -1.01518 0.32477
O -0.63073 -1.36081 1.14262
H -1.04888 4.13057 -0.76702
O 1.25744 -1.79312 -0.05331
C 1.26207 -3.13830 0.38646
H 0.85905 0.34589 -1.35757
O -0.41929 2.27581 -0.72947
H -2.47705 2.88822 -0.43389

Most stable = version 2

Version 1
14
Properties=species:S:1:pos:R:3 method="wB97M-V/def2-TZVPD" orbital_gap_ev=9.8 smiles="C=N.NCN" homo_ev=-9.039
H -2.82107 1.40377 -0.38873
H 1.62843 1.38475 0.30631
H 2.57231 -0.16056 0.26221
H -3.33764 -0.89984 0.32642
H -0.27900 -0.65244 1.12282
H 0.62506 -0.46151 -1.41923
H -1.07533 0.76405 -0.30436
H 1.23565 -0.94375 1.49743
N 1.48595 0.06155 -1.37226
C -2.14554 0.55756 -0.10980
C 1.61171 0.31938 0.09134
N 0.67295 -0.16403 1.07354
H 2.19166 -0.63030 -1.61682
N -2.36514 -0.57863 0.53112

Version 2
14
Properties=species:S:1:pos:R:3 method="wB97M-V/def2-TZVPD" orbital_gap_ev=10.1 smiles="C=N.NCN" homo_ev=-8.986
N -3.15404 1.09822 -2.38258
C -4.22661 0.42357 -2.28101
H 2.03919 0.33103 2.98917
H 0.79621 0.30217 0.76334
N 2.84987 -0.11955 0.27289
H -2.41633 0.65505 -2.92423
H 3.05309 0.87226 0.19865
C 1.62186 -0.35996 1.00364
H -4.69772 -0.06897 -3.13743
H 3.64694 -0.51847 0.75989
N 1.65550 -0.44463 2.46045
H 1.34678 -1.38462 0.76741
H 2.20354 -1.21839 2.81380
H -4.71829 0.43229 -1.30397

Most stable = version 2